## 1
Below is an isolated molecule of C23H34N2O5, with properties calculated with ωB97M-V/def2-TZVPD.

Output
Kohn-Sham gap, eV: 9.108
LUMO level, Eh: 0.023
Charge: 0
HOMO energy, eV: -8.489
SMILES: COCCOC1CCN(C(=O)[C@@H]2CCC(=O)N(CCc3ccc(OC)cc3)C2)CC1

Last column: natural (NBO) charge in e.
Positions of all 64 atoms, in Å:
C  -1.04  -0.90  3.63  -0.25
O  -1.35  -0.01  2.58  -0.55
C  -2.64  0.58  2.68  -0.10
C  -3.79  -0.33  2.21  -0.09
O  -3.98  -0.37  0.82  -0.53
C  -2.92  -0.94  0.07  0.10
C  -3.49  -1.80  -1.06  -0.42
C  -2.35  -2.56  -1.74  -0.23
N  -1.10  -1.83  -1.65  -0.44
C  -0.01  -2.47  -1.16  0.70
O  -0.05  -3.66  -0.89  -0.64
C  1.28  -1.68  -0.97  -0.33
C  2.48  -2.60  -1.19  -0.38
C  3.76  -1.78  -1.04  -0.50
C  3.80  -0.89  0.19  0.69
O  4.85  -0.42  0.59  -0.65
N  2.63  -0.61  0.80  -0.45
C  2.67  0.27  1.96  -0.20
C  2.86  1.74  1.56  -0.42
C  1.76  2.20  0.66  -0.05
C  0.57  2.70  1.18  -0.19
C  -0.45  3.10  0.34  -0.25
C  -0.31  3.02  -1.04  0.29
O  -1.39  3.43  -1.78  -0.50
C  -1.29  3.42  -3.18  -0.25
C  0.87  2.52  -1.57  -0.27
C  1.89  2.12  -0.72  -0.22
C  1.34  -1.18  0.47  -0.20
C  -1.29  -0.40  -1.78  -0.22
C  -2.04  0.16  -0.56  -0.45
H  -1.70  -1.78  3.63  0.17
H  -0.02  -1.23  3.46  0.19
H  -1.11  -0.41  4.60  0.17
H  -2.61  1.47  2.05  0.20
H  -2.83  0.88  3.72  0.17
H  -3.63  -1.35  2.60  0.17
H  -4.73  0.05  2.61  0.20
H  -2.31  -1.58  0.72  0.18
H  -4.22  -2.50  -0.65  0.22
H  -4.02  -1.15  -1.76  0.20
H  -2.59  -2.73  -2.80  0.19
H  -2.18  -3.53  -1.27  0.25
H  1.35  -0.84  -1.67  0.21
H  2.44  -3.05  -2.19  0.22
H  2.45  -3.41  -0.46  0.22
H  4.64  -2.43  -1.00  0.24
H  3.89  -1.12  -1.90  0.22
H  1.74  0.15  2.52  0.20
H  3.52  -0.03  2.59  0.23
H  2.88  2.34  2.47  0.21
H  3.83  1.83  1.06  0.24
H  0.44  2.77  2.25  0.21
H  -1.38  3.50  0.74  0.22
H  -2.24  3.81  -3.54  0.20
H  -1.14  2.41  -3.57  0.17
H  -0.47  4.06  -3.53  0.18
H  1.02  2.45  -2.64  0.21
H  2.81  1.75  -1.14  0.22
H  0.58  -0.42  0.64  0.22
H  1.13  -2.03  1.14  0.20
H  -1.88  -0.24  -2.69  0.19
H  -0.34  0.12  -1.90  0.23
H  -1.33  0.52  0.19  0.23
H  -2.68  0.99  -0.86  0.22



## 2
Below is an isolated molecule of C23H34N2O5, with properties calculated with ωB97M-V/def2-TZVPD.

Output
Kohn-Sham gap, eV: 9.269
LUMO level, Eh: 0.024
Charge: 0
HOMO energy, eV: -8.615
SMILES: CCCO[C@@H]1CCCN(C(=O)c2ccc(OC3CCN(C(=O)COC)CC3)cc2)C1

Last column: natural (NBO) charge in e.
Positions of all 64 atoms, in Å:
C  -7.28  -2.24  -2.06  -0.60
C  -6.98  -0.81  -1.60  -0.43
C  -5.48  -0.59  -1.49  -0.06
O  -5.10  0.76  -1.28  -0.55
C  -5.54  1.39  -0.09  0.10
C  -4.96  2.82  -0.12  -0.42
C  -3.67  2.91  0.71  -0.41
C  -2.86  1.63  0.56  -0.21
N  -3.61  0.51  1.11  -0.44
C  -3.08  -0.71  1.33  0.68
O  -3.74  -1.65  1.73  -0.63
C  -1.61  -0.82  1.08  -0.16
C  -0.71  -0.90  2.13  -0.16
C  0.64  -1.06  1.91  -0.33
C  1.13  -1.15  0.61  0.39
O  2.43  -1.31  0.25  -0.53
C  3.45  -1.33  1.24  0.10
C  4.69  -1.93  0.57  -0.42
C  5.21  -0.99  -0.52  -0.23
N  5.50  0.31  0.03  -0.44
C  6.71  0.85  0.25  0.65
O  6.87  1.90  0.84  -0.63
C  7.93  0.09  -0.31  -0.16
O  7.85  -0.24  -1.67  -0.54
C  7.86  0.88  -2.52  -0.25
C  4.33  0.94  0.61  -0.23
C  3.77  0.09  1.74  -0.44
C  0.22  -1.09  -0.45  -0.27
C  -1.12  -0.93  -0.22  -0.17
C  -5.05  0.67  1.18  -0.27
H  -8.35  -2.40  -2.12  0.21
H  -6.85  -2.42  -3.04  0.20
H  -6.86  -2.95  -1.36  0.21
H  -7.40  -0.10  -2.32  0.20
H  -7.46  -0.64  -0.64  0.20
H  -5.00  -0.84  -2.44  0.19
H  -5.06  -1.24  -0.71  0.17
H  -6.64  1.43  -0.07  0.18
H  -4.75  3.05  -1.16  0.23
H  -5.69  3.53  0.25  0.21
H  -3.07  3.75  0.36  0.22
H  -3.90  3.07  1.76  0.20
H  -2.65  1.46  -0.50  0.20
H  -1.91  1.71  1.10  0.21
H  -1.08  -0.85  3.15  0.22
H  1.31  -1.11  2.76  0.22
H  3.15  -1.97  2.08  0.18
H  5.46  -2.08  1.33  0.21
H  4.44  -2.89  0.13  0.22
H  4.43  -0.88  -1.28  0.20
H  6.10  -1.41  -1.00  0.24
H  8.05  -0.86  0.23  0.20
H  8.81  0.72  -0.11  0.20
H  7.01  1.54  -2.33  0.17
H  8.79  1.46  -2.38  0.17
H  7.82  0.50  -3.54  0.20
H  3.57  1.05  -0.18  0.20
H  4.62  1.93  0.97  0.25
H  4.50  0.02  2.55  0.22
H  2.87  0.56  2.14  0.22
H  0.61  -1.18  -1.46  0.22
H  -1.81  -0.89  -1.06  0.22
H  -5.48  -0.33  1.28  0.25
H  -5.34  1.26  2.06  0.20



It is 1 that is the most stable of them.



## 1
Below is a structure of composition C2H8N2O3S, with properties calculated with ωB97M-V/def2-TZVPD.

Output
Kohn-Sham gap, eV: 10.615
LUMO level, Eh: 0.020
Charge: 0
HOMO energy, eV: -10.074

Last column: natural (NBO) charge in e.
Positions of all 16 atoms, in Å:
C  0.71  0.05  1.44  -0.47
C  1.77  -0.43  -0.93  -0.45
H  0.58  1.24  1.68  0.25
H  1.92  -0.39  1.51  0.20
H  -0.07  -0.45  2.21  0.25
H  2.56  -1.01  -0.24  0.23
H  1.14  -1.17  -1.86  0.25
H  2.39  0.62  -1.32  0.23
H  -1.97  -0.79  -1.32  0.36
H  -3.02  -0.31  1.24  0.48
N  0.55  -0.27  -0.04  -0.70
N  -2.14  -0.07  -0.52  -0.53
O  -0.68  1.08  -2.09  -0.92
O  -0.90  1.96  0.13  -0.92
O  -2.23  -0.87  0.74  -0.59
S  -0.62  0.81  -0.63  2.32



## 2
Below is an isolated molecule of C2H8N2O3S, with properties calculated with ωB97M-V/def2-TZVPD.

Output
Kohn-Sham gap, eV: 10.502
LUMO level, Eh: 0.022
Charge: 0
HOMO energy, eV: -9.914
SMILES: NC[C@H](N)S(=O)(=O)O

Last column: natural (NBO) charge in e.
Positions of all 16 atoms, in Å:
N  1.36  -1.40  -0.14  -0.83
C  1.26  0.02  0.19  -0.25
C  0.08  0.68  -0.39  -0.25
N  -0.09  2.00  -0.03  -0.80
S  -1.52  -0.12  0.03  2.25
O  -1.78  -0.14  1.47  -0.93
O  -2.36  0.62  -0.88  -0.95
O  -1.59  -1.67  -0.61  -0.85
H  1.80  -1.94  0.65  0.36
H  2.09  -1.50  -0.84  0.36
H  2.17  0.54  -0.07  0.20
H  1.09  -0.01  1.31  0.20
H  0.11  0.64  -1.43  0.22
H  -0.20  1.96  0.92  0.36
H  -0.95  2.58  -0.39  0.41
H  -1.46  -2.26  0.19  0.50



It is 2 that is the most stable of them.



## 1
Below is an isolated molecule of C3H2O, with properties calculated with ωB97M-V/def2-TZVPD.

Output
Kohn-Sham gap, eV: 9.372
LUMO level, Eh: -0.021
Charge: 0
HOMO energy, eV: -9.935

Last column: natural (NBO) charge in e.
Positions of all 6 atoms, in Å:
C  1.07  0.50  0.19  0.06
C  0.83  1.10  -0.90  -0.19
C  -0.57  -0.31  0.00  0.11
O  0.43  -0.43  1.01  -0.47
H  -1.42  0.30  0.36  0.24
H  -0.33  -1.16  -0.66  0.24



## 2
Below is an isolated molecule of C3H2O, with properties calculated with ωB97M-V/def2-TZVPD.

Output
Kohn-Sham gap, eV: 7.880
LUMO level, Eh: -0.023
Charge: 0
HOMO energy, eV: -8.510

Last column: natural (NBO) charge in e.
Positions of all 6 atoms, in Å:
C  -1.19  0.97  0.00  -0.14
C  -0.06  0.06  0.00  -0.69
C  1.30  -0.08  -0.01  0.85
O  2.42  -0.32  0.00  -0.39
H  -2.11  0.38  0.00  0.12
H  -0.35  -1.01  0.00  0.26



It is 2 that is the most stable of them.